Entry 1:
Formula: C31H32N6STe4Ti
Source: OMol25
Level of theory: ωB97M-V/def2-TZVPD

- F_max: 0.5 eV/A
- Orbital gap: 4.56 eV
- Total charge: -2
- 2S+1: 1
- M: 1078.97 g/mol
- Relative energy (zero: lowest compared OMol25 entry of this formula, charge and spin): 19.9 kcal per mole

```
75
Properties=species:S:1:pos:R:3:lowdin_charge:R:1
Ti 0.58997 -1.27732 1.46588 0.330
Te -1.33193 -1.95627 3.56196 0.023
Te -1.95767 -1.22193 6.06491 -0.321
Te 0.04298 -6.15429 3.37468 -0.274
Te 0.87413 -3.59831 3.34140 0.039
C -0.58975 4.88896 -1.56128 -0.040
C -0.37673 3.94699 -2.71316 -0.213
C -0.43723 4.39099 -4.02532 -0.060
C -0.24655 3.52925 -5.09748 -0.105
C -0.01405 2.18751 -4.84901 -0.089
C 0.03946 1.71172 -3.54663 -0.029
C -0.11629 2.58729 -2.47374 -0.205
N -0.07635 2.17152 -1.13941 0.145
C 0.38978 0.98100 -0.60240 -0.339
N 1.42996 0.40918 -1.24905 0.163
C 2.47733 -0.37458 -0.65722 -0.214
C 2.23414 -1.13747 0.51127 -0.238
C 3.46842 -1.42030 1.35525 -0.364
C 4.71662 -1.55084 0.51874 -0.080
C 4.79644 -0.98479 -0.69545 -0.097
C 3.69180 -0.27243 -1.29078 -0.255
C 3.90468 0.51437 -2.55686 -0.082
N -0.13069 0.51000 0.48542 0.054
C -1.28789 1.13549 1.04994 -0.245
C -1.19005 1.56662 2.37263 -0.056
C -2.28699 2.09795 3.02519 -0.075
C -3.49487 2.21715 2.35139 -0.084
C -3.58916 1.79947 1.03537 -0.056
C -2.50216 1.24731 0.35726 -0.228
C -2.69558 0.78664 -1.06684 -0.047
H -0.74486 5.90493 -1.92150 0.074
H 0.26812 4.88705 -0.88509 0.091
H -1.46754 4.61494 -0.96728 0.084
H -0.63487 5.44150 -4.20711 0.104
H -0.28928 3.90259 -6.11234 0.093
H 0.11364 1.49219 -5.66885 0.101
H 0.17451 0.65390 -3.36560 0.116
H -0.68041 2.67089 -0.50365 0.121
H 1.77731 0.98571 -1.99912 0.088
H 3.34290 -2.35065 1.91569 0.073
H 5.55763 -2.11363 0.91171 0.090
H 5.71775 -1.06468 -1.26857 0.093
H 4.92642 0.37413 -2.91303 0.065
H 3.77129 1.59809 -2.42476 0.074
H 3.24467 0.20598 -3.37817 0.070
H -0.24332 1.43679 2.88348 0.063
H -2.20284 2.38123 4.06562 0.103
H -4.36779 2.60745 2.85912 0.098
H -4.53889 1.86695 0.51532 0.108
H -3.67027 0.31082 -1.17637 0.081
H -1.94070 0.06210 -1.37129 0.069
H -2.65947 1.62517 -1.76831 0.078
N 3.90949 0.95365 1.86523 0.044
C 3.56066 -0.32462 2.46437 -0.903
N 4.51734 -0.65486 3.52998 0.012
S 1.88736 -0.27096 3.24234 0.523
H 4.18937 1.58228 2.60950 0.061
H 4.69957 0.82252 1.23837 0.056
H 5.41353 -0.88294 3.10584 0.054
H 4.18827 -1.47651 4.02795 0.053
C -0.57025 -2.50880 -0.00193 -0.232
C -1.85494 -3.15418 0.29188 -0.357
C -3.06239 -2.43618 0.32357 -0.078
C -4.26907 -3.04618 0.58814 -0.047
C -4.31504 -4.41558 0.86171 -0.257
C -3.12161 -5.13960 0.89231 -0.042
C -1.92360 -4.52006 0.60239 -0.099
C -5.57522 -5.06022 1.08771 -0.215
N -6.59817 -5.57066 1.23599 0.104
H -0.67780 -1.76385 -0.80189 0.033
H 0.17975 -3.23651 -0.31611 0.050
H -3.03932 -1.36766 0.16684 0.077
H -5.18421 -2.46651 0.60586 0.109
H -3.13066 -6.18869 1.15877 0.109
H -1.00886 -5.09824 0.65464 0.048
```

Entry 2:
Formula: C31H32N8O6PbS3
Source: OMol25
Level of theory: ωB97M-V/def2-TZVPD

- F_max: 4.2 eV/A
- Orbital gap: 7.05 eV
- Total charge: 0
- 2S+1: 1
- M: 916.05 g/mol
- Relative energy (zero: lowest compared OMol25 entry of this formula, charge and spin): 58.6 kcal per mole

```
81
Properties=species:S:1:pos:R:3:lowdin_charge:R:1
Pb 1.70929 -0.08549 1.11354 1.333
O 2.46868 -3.81955 -1.35825 0.079
C 2.85071 -2.55866 -1.48604 -0.304
C 4.19658 -2.22004 -1.24953 -0.009
C 4.59370 -0.93917 -1.46672 -0.101
C 3.73351 -0.00504 -2.01810 -0.110
C 2.41442 -0.33395 -2.30670 -0.073
C 1.95702 -1.62111 -1.98136 -0.121
C 0.48583 -1.98586 -2.20238 -0.487
O 0.08591 -2.99004 -1.65622 0.042
N -0.13260 -1.13038 -3.01154 0.158
N -1.52058 -1.45779 -3.07779 -0.093
C -2.47867 -1.42623 -2.19470 0.130
C -3.76853 -1.56448 -2.90991 -0.109
C -5.10278 -1.58267 -2.66202 -0.048
C -5.97287 -1.49791 -3.67458 -0.072
C -5.50807 -1.42016 -5.01373 -0.056
C -4.16828 -1.37072 -5.35510 0.044
C -3.31646 -1.49185 -4.20899 -0.192
O -1.98322 -1.43884 -4.31192 0.135
H 1.48252 -3.73427 -1.47580 0.067
H 4.75305 -2.94273 -0.76411 0.099
H 5.65890 -0.73251 -1.26445 0.117
H 4.02896 1.02980 -2.21966 0.109
H 1.75401 0.33536 -2.78347 0.084
H -2.31043 -1.42179 -1.10730 0.164
H -5.37228 -1.58405 -1.56956 0.149
H -7.03260 -1.47411 -3.52030 0.107
H -6.29367 -1.32095 -5.77374 0.116
H -3.91161 -1.29472 -6.39301 0.115
N 0.52348 0.97677 3.50174 -0.032
C 0.71684 2.30164 4.00928 -0.288
C 2.15085 2.48878 4.31899 -0.223
C 3.10596 2.48236 3.17226 -0.271
N 3.39453 1.13067 2.71955 -0.086
H -0.35759 0.72040 3.08282 0.014
H 0.73273 0.25645 4.24967 0.119
H 0.08317 2.44150 4.90780 0.120
H 0.34691 3.06541 3.26124 0.114
H 2.44138 1.76192 5.02995 0.099
H 2.32468 3.50927 4.75402 0.134
H 3.99641 3.08095 3.50634 0.120
H 2.68700 3.05327 2.27650 0.122
H 3.46029 0.46099 3.44528 0.041
H 4.26554 0.94525 2.18567 0.100
O 3.17640 -1.70609 2.34566 -0.344
N 2.76996 -2.64993 3.16959 -0.222
C 3.64395 -3.24030 4.04382 -0.010
C 3.26602 -4.29063 4.90599 -0.046
C 1.91644 -4.65784 4.83375 -0.085
C 1.07417 -4.13636 3.89826 -0.121
C 1.46315 -3.11921 3.02799 -0.658
S 0.26551 -2.31845 2.09755 0.577
H 4.68753 -2.80301 3.92718 0.151
H 4.00587 -4.72449 5.47836 0.074
H 1.50807 -5.23272 5.61183 0.092
H 0.01275 -4.33729 3.92505 0.099
N -2.76002 3.30691 -4.87630 0.071
C -2.06228 3.22992 -3.64591 -0.282
C -2.03710 4.41932 -2.83233 0.001
C -1.28331 4.33215 -1.63144 -0.030
C -0.67001 3.10988 -1.28264 -0.262
C -0.67105 1.98785 -2.11175 -0.077
C -1.36637 2.04225 -3.30013 -0.032
S 0.22925 2.83738 0.26062 0.519
O 1.66278 2.71090 -0.00090 -0.380
O -0.20302 3.90962 1.14912 -0.374
N -0.25693 1.49871 0.91492 -0.326
C -1.50485 1.28033 1.36371 -0.744
S -2.61885 2.49059 1.88206 1.058
C -3.71403 1.24552 2.39617 -0.401
C -3.12233 0.03613 2.19258 -0.313
N -1.93400 0.01253 1.59958 -0.003
H -2.61894 4.16796 -5.37261 0.078
H -2.45008 2.58336 -5.52861 0.084
H -2.58946 5.31870 -3.09003 0.107
H -1.22249 5.17972 -1.04527 0.085
H -0.12687 1.02900 -1.87698 0.101
H -1.36012 1.27767 -4.02762 0.083
H -4.71885 1.57981 2.65007 0.054
H -3.56353 -0.96563 2.43095 0.119
```

Entry 3:
Formula: C31H33AuCl2N4Si2
Source: OMol25
Level of theory: ωB97M-V/def2-TZVPD

- F_max: 0.5 eV/A
- Orbital gap: 5.61 eV
- Total charge: -2
- 2S+1: 1
- M: 785.68 g/mol

```
73
Properties=species:S:1:pos:R:3:lowdin_charge:R:1
Au 0.42246 0.25247 0.05708 0.594
C 1.66098 3.35361 -0.88224 -0.267
Si 0.37925 2.52114 0.25862 0.339
C 0.89191 3.15623 1.97857 -0.260
C -1.26919 3.45351 -0.10623 -0.272
C -1.10125 4.84111 -0.24105 -0.138
C -2.14991 5.71857 -0.45800 -0.124
C -3.43308 5.20833 -0.56882 -0.125
C -3.62261 3.84035 -0.46179 -0.144
C -2.57761 2.92706 -0.22540 -0.215
Si -3.30091 1.15079 -0.01352 0.382
C -4.64644 0.94472 -1.33913 -0.174
C -4.25252 1.34523 1.61630 -0.201
H 1.84765 4.40744 -0.64748 0.002
H 1.35871 3.29080 -1.93182 0.013
H 2.60175 2.80701 -0.77256 0.005
H 0.80410 4.24519 2.07066 0.006
H 1.93167 2.86887 2.15945 0.009
H 0.28236 2.69928 2.76231 0.004
H -0.09943 5.25119 -0.16375 0.075
H -1.96699 6.78560 -0.53614 0.084
H -4.28040 5.86553 -0.73654 0.084
H -4.63565 3.46746 -0.56558 0.068
H -5.46378 1.66738 -1.27556 0.005
H -5.07608 -0.05597 -1.22609 0.022
H -4.20893 1.00995 -2.33887 0.026
H -4.89487 2.23068 1.57382 0.010
H -3.55979 1.48029 2.45173 0.022
H -4.87431 0.47223 1.82143 -0.020
C 4.79296 -1.43813 -3.81513 -0.164
C 3.64804 -0.65753 -3.66670 -0.133
C 3.18390 -0.28663 -2.41797 -0.082
C 3.84197 -0.68524 -1.21900 -0.357
C 5.00590 -1.48890 -1.39964 -0.065
C 5.45571 -1.84441 -2.65746 -0.146
N 3.25557 -0.39334 -0.04283 0.027
C 3.95430 -0.28357 1.11450 -0.321
C 3.27988 -0.51654 2.33922 -0.057
C 3.88699 -0.29845 3.55962 -0.136
C 5.20372 0.15380 3.64498 -0.164
C 5.89053 0.38149 2.45669 -0.146
C 5.29501 0.16675 1.22532 -0.065
H 5.14962 -1.72930 -4.79560 0.069
H 3.10558 -0.32366 -4.54578 0.089
H 2.29264 0.32465 -2.31102 0.073
H 5.53014 -1.84608 -0.52156 0.093
H 6.34715 -2.46058 -2.73974 0.082
H 2.25128 -0.85348 2.28532 0.073
H 3.31992 -0.47876 4.46770 0.085
H 5.67046 0.34026 4.60492 0.069
H 6.91285 0.74823 2.48877 0.081
H 5.84954 0.38187 0.31969 0.093
Cl -3.79288 -2.14574 1.61920 0.629
C -3.12674 -2.44554 0.02313 -0.603
C -3.25423 -3.72446 -0.48220 -0.172
C -2.68764 -4.06006 -1.70260 -0.147
C -1.98585 -3.07215 -2.38964 -0.165
C -1.87402 -1.80369 -1.86923 -0.611
Cl -0.92410 -0.64212 -2.77280 0.619
C -2.45019 -1.36573 -0.62571 -0.511
N -2.27232 -0.14887 -0.14963 -0.128
H -3.79607 -4.46128 0.09849 0.083
H -2.77450 -5.06216 -2.10137 0.077
H -1.50769 -3.29092 -3.33650 0.086
N 1.40007 -2.62816 -0.85622 0.015
C 1.73030 -3.88434 -0.52314 -0.103
C 1.01953 -4.19710 0.61510 -0.076
C 0.30036 -3.02578 0.91196 -0.150
N 0.55256 -2.08505 0.01872 -0.052
H 1.86518 -2.01590 -1.51652 0.108
H 2.42026 -4.45426 -1.12182 0.109
H 1.02429 -5.12707 1.15604 0.078
H -0.38946 -2.82389 1.71584 0.107
```

Q: Which value of 2S+1 does entry 2 give?
A: 1